Computed, not measured: a cluster of 2 separate species, C5H16N2O in total at a distorted geometry, with ωB97M-V with the def2-TZVPD basis set.

Results
HOMO (alpha / beta) = -0.5581 / -0.5577 hartree
total energy = -384.5321 hartree
total charge = +1
spin multiplicity = 2
E_LUMO (alpha / beta) = -3.23 / -7.85 eV

```
24
C5H16N2O | the OMol25 dataset | ωB97M-V with the def2-TZVPD basis set
O -1.968 0.577 2.210
N 0.373 1.056 0.423
N 2.210 1.615 1.673
C 0.346 -1.802 -2.102
C -1.665 -0.758 -1.036
C 0.774 1.269 1.789
C 0.661 -0.257 -0.175
C -0.201 -0.553 -1.413
H -1.465 0.678 1.396
H -0.156 0.260 -2.109
H 0.332 2.160 2.189
H 0.396 -2.657 -1.436
H -1.954 0.014 -0.319
H 1.708 -0.310 -0.482
H 2.404 2.216 0.875
H 1.309 -1.659 -2.590
H -0.366 -2.043 -2.894
H -1.772 -1.714 -0.531
H 0.588 0.459 2.462
H 0.499 1.824 -0.233
H 0.481 -1.030 0.571
H -2.901 0.535 2.005
H -2.397 -0.647 -1.832
H 2.763 0.765 1.558
```